# 1
This record from the OMol25 dataset describes a structure of composition C50H56CoIN6O4 in a non-equilibrium geometry. The level of theory is ωB97M-V with the def2-TZVPD basis set.

- HOMO (spin up / spin down): -0.196 / -0.232 hartree
- LUMO level (spin up / spin down): -0.32 / -0.89 eV
- Energy above the lowest of the compared OMol25 structures with the same formula, charge and spin: 53.4 kcal per mole
- <S²>: 6.137
- DFT total energy: -115616.229 eV
- Spin multiplicity: 5
- Net charge: 0

Geometry (Å):
Co 0.610 -0.537 0.006
C 3.755 3.060 3.842
C 2.254 2.945 4.129
C 1.478 2.405 2.965
C 0.841 3.170 2.029
C 0.705 4.667 2.060
C 1.923 5.399 1.495
C 0.307 2.494 0.870
C 0.160 3.001 -0.392
C -0.032 2.174 -1.521
C -0.353 2.668 -2.823
C -0.628 4.094 -3.169
C 0.650 4.841 -3.559
C -0.369 1.582 -3.666
C -0.043 0.441 -2.860
C 0.110 -0.857 -3.354
C 0.472 -1.984 -2.642
N 0.714 -2.042 -1.300
C 1.052 -3.333 -1.009
C 1.456 -3.806 0.224
C 1.766 -3.039 1.349
N 1.674 -1.682 1.433
C 2.203 -1.337 2.646
C 2.293 -0.005 3.138
C 1.406 0.967 2.796
N 0.226 0.502 2.163
C 2.664 -2.497 3.336
C 2.326 -3.578 2.552
C 2.488 -5.032 2.854
C 3.724 -5.635 2.182
C 3.284 -2.530 4.694
C 2.220 -2.526 5.795
C 1.013 -4.134 -2.213
C 0.665 -3.295 -3.228
C 0.591 -3.595 -4.689
C 1.904 -3.195 -5.369
C 1.348 -5.589 -2.278
C 0.144 -6.454 -1.900
N 0.131 0.815 -1.562
C -0.646 1.570 -5.134
C -2.082 1.141 -5.453
H 4.261 3.496 4.701
H 3.937 3.690 2.975
H 4.196 2.088 3.640
H 1.873 3.928 4.407
H 2.104 2.279 4.982
H 0.530 4.998 3.085
H -0.178 4.934 1.478
H 2.797 5.249 2.123
H 1.726 6.468 1.445
H 2.158 5.046 0.493
H 0.238 4.061 -0.552
H -1.091 4.594 -2.317
H -1.335 4.135 -4.000
H 1.355 4.847 -2.731
H 0.420 5.872 -3.825
H 1.129 4.357 -4.408
H -0.034 -0.981 -4.416
H 1.608 -4.869 0.315
H 3.111 0.219 3.807
H 1.598 -5.570 2.516
H 2.567 -5.178 3.933
H 3.683 -5.494 1.106
H 3.785 -6.701 2.389
H 4.627 -5.156 2.551
H 3.944 -1.670 4.828
H 3.893 -3.432 4.782
H 1.608 -1.629 5.731
H 2.690 -2.560 6.776
H 1.570 -3.392 5.694
H -0.240 -3.054 -5.150
H 0.415 -4.662 -4.830
H 2.098 -2.135 -5.223
H 1.865 -3.403 -6.436
H 2.732 -3.751 -4.934
H 2.176 -5.805 -1.598
H 1.675 -5.843 -3.288
H -0.183 -6.227 -0.887
H 0.407 -7.508 -1.956
H -0.685 -6.264 -2.578
H 0.050 0.890 -5.632
H -0.480 2.570 -5.538
H -2.294 0.165 -5.021
H -2.232 1.084 -6.530
H -2.789 1.860 -5.041
I -4.714 -4.479 3.229
C -3.459 -2.783 3.137
C -3.688 -1.716 3.996
C -2.863 -0.617 3.929
C -1.801 -0.571 3.015
C -1.609 -1.648 2.141
C -2.431 -2.750 2.207
C -0.969 0.616 3.010
O -1.193 1.634 3.637
O 0.015 1.160 0.942
H -4.506 -1.740 4.699
H -3.022 0.232 4.579
H -0.826 -1.609 1.383
H -2.272 -3.581 1.536
O -4.976 4.671 -3.065
C -5.320 4.582 -1.694
N -4.197 4.959 -0.902
C -3.153 4.210 -0.449
O -2.237 4.759 0.133
C -3.171 2.737 -0.637
C -3.458 2.111 -1.846
C -3.348 0.733 -1.924
C -2.908 0.036 -0.809
N -2.626 0.624 0.343
C -2.764 1.932 0.428
H -5.772 4.677 -3.605
H -5.625 3.555 -1.441
H -6.150 5.268 -1.466
H -4.027 5.954 -0.817
H -3.730 2.695 -2.713
H -3.577 0.210 -2.839
H -2.773 -1.037 -0.834
H -2.535 2.380 1.387

Forces on the atoms, in the same order (eV/Å):
0.844 -0.127 -0.950
-0.066 0.037 0.098
0.086 0.048 -0.128
-0.213 0.642 -0.221
0.274 -0.502 0.707
0.184 0.014 -0.117
-0.122 0.024 0.080
-0.041 1.446 -1.198
0.283 -0.543 1.415
-0.251 -0.274 -0.997
-0.103 -0.199 0.260
0.262 -0.021 -0.046
-0.232 0.054 -0.005
0.280 -0.104 0.136
-0.131 0.202 -0.359
0.000 0.053 0.183
-0.077 -0.134 -0.151
-0.133 0.147 0.237
0.047 -0.360 0.003
-0.237 0.139 -0.346
0.167 -0.161 0.701
-0.097 0.345 -0.204
0.303 -0.910 -0.014
-0.589 0.657 -0.192
0.574 -0.405 0.179
-0.329 -0.281 0.787
-0.156 0.400 -0.194
-0.233 0.148 -0.374
0.220 0.021 -0.169
-0.151 -0.077 0.144
-0.255 -0.014 0.005
0.253 -0.014 0.005
0.058 0.203 -0.156
-0.136 -0.110 0.220
0.229 0.059 0.095
-0.167 -0.099 -0.090
-0.232 0.075 0.009
0.193 -0.034 -0.081
0.252 -0.244 0.306
-0.199 -0.070 0.112
0.212 0.054 -0.100
0.115 0.019 0.034
0.041 0.029 -0.044
0.083 -0.059 -0.022
-0.061 0.021 0.027
-0.046 0.060 0.061
-0.051 -0.042 0.019
-0.055 0.026 0.093
0.095 -0.003 0.017
0.018 0.130 -0.035
0.065 -0.017 -0.090
0.071 0.144 0.090
-0.112 0.067 -0.021
-0.093 0.045 0.032
0.116 -0.001 0.064
0.076 0.091 -0.040
0.067 -0.007 -0.052
-0.039 -0.049 -0.105
0.063 -0.114 -0.042
0.107 0.109 0.073
-0.006 -0.023 0.114
-0.105 -0.013 0.011
0.052 0.019 -0.144
0.091 -0.130 -0.007
0.137 0.052 0.011
0.083 -0.045 0.002
0.086 0.081 0.039
-0.089 0.057 0.009
-0.030 0.011 0.166
-0.110 -0.051 -0.001
-0.029 -0.108 0.024
-0.091 0.021 -0.066
0.050 0.082 -0.010
0.063 0.007 -0.119
0.096 -0.025 0.007
0.054 -0.014 -0.108
0.078 -0.020 0.024
-0.079 -0.011 0.086
-0.067 -0.132 0.038
-0.095 -0.003 -0.022
0.034 0.093 -0.064
0.102 -0.028 -0.078
-0.047 -0.103 0.035
-0.099 -0.005 -0.057
-0.118 0.044 0.043
0.266 0.355 -0.014
-0.256 -0.268 0.046
-0.185 -0.258 -0.079
0.542 0.202 -0.292
-0.835 -0.996 0.328
0.261 0.566 0.141
-0.123 -0.283 -0.085
0.218 1.814 0.186
-0.088 -1.144 -0.392
0.016 -0.152 0.126
-0.048 -0.044 0.059
0.014 0.041 0.055
-0.266 -0.246 0.474
-0.004 -0.034 -0.036
0.150 0.057 -0.295
-0.275 -0.279 0.275
-0.362 0.443 -0.250
-0.034 0.039 0.081
0.166 0.101 0.199
-0.018 -0.461 -0.028
0.046 -0.010 0.189
0.048 -0.038 0.031
-0.176 0.093 -0.263
-0.148 -0.193 0.253
-0.183 0.487 -0.117
-0.066 -0.017 0.042
0.095 0.271 0.028
0.195 -0.176 -0.018
0.037 -0.136 0.038
-0.059 0.041 -0.093
0.050 -0.055 -0.113
-0.002 -0.156 -0.113
0.031 0.149 0.056

***

# 2
This record from the OMol25 dataset describes a structure of composition C50H57N8O3PRuS3 in a non-equilibrium geometry. The level of theory is ωB97M-V with the def2-TZVPD basis set.

- HOMO (spin up / spin down): -0.563 / -0.566 hartree
- LUMO level (spin up / spin down): -6.52 / -8.50 eV
- <S²>: 8.762
- DFT total energy: -115188.363 eV
- Spin multiplicity: 6
- Net charge: +3

Geometry (Å):
Ru -1.218 -0.847 0.898
N 0.105 0.155 2.064
S 1.199 0.991 2.631
N 2.409 1.331 1.572
S 2.262 2.327 0.372
N 0.999 2.240 -0.549
S 0.514 0.968 -1.459
N -0.551 0.073 -0.905
C 2.013 0.034 -1.821
C 2.488 -0.794 -0.818
C 3.649 -1.510 -1.048
C 4.294 -1.403 -2.271
C 3.791 -0.587 -3.273
C 2.643 0.153 -3.046
C -0.080 1.684 -3.000
C -0.850 0.841 -3.788
C -1.325 1.306 -5.002
C -1.028 2.599 -5.407
C -0.281 3.440 -4.597
C 0.206 2.982 -3.382
C 2.262 4.008 0.972
C 3.348 4.359 1.760
C 3.420 5.644 2.265
C 2.413 6.555 1.976
C 1.333 6.188 1.186
C 1.251 4.902 0.674
C 3.785 2.172 -0.558
C 3.919 3.007 -1.658
C 5.085 2.954 -2.401
C 6.092 2.073 -2.039
C 5.948 1.251 -0.932
C 4.788 1.302 -0.175
C 2.031 0.204 4.009
C 3.216 -0.490 3.849
C 3.755 -1.137 4.950
C 3.106 -1.088 6.174
C 1.910 -0.398 6.313
C 1.359 0.247 5.220
C 0.590 2.588 3.197
C 1.356 3.358 4.054
C 0.871 4.596 4.441
C -0.350 5.044 3.960
C -1.102 4.257 3.099
C -0.634 3.013 2.711
H 1.949 -0.867 0.120
H 4.051 -2.153 -0.282
H 5.192 -1.970 -2.453
H 4.284 -0.534 -4.231
H 2.241 0.803 -3.808
H -1.062 -0.160 -3.444
H -1.918 0.665 -5.634
H -1.376 2.953 -6.364
H -0.073 4.450 -4.915
H 0.794 3.613 -2.736
H 4.113 3.626 1.964
H 4.259 5.933 2.876
H 2.474 7.559 2.366
H 0.558 6.904 0.963
H 0.426 4.586 0.056
H 3.124 3.690 -1.912
H 5.210 3.602 -3.254
H 6.997 2.030 -2.623
H 6.739 0.576 -0.655
H 4.655 0.686 0.699
H 3.697 -0.510 2.886
H 4.682 -1.680 4.854
H 3.529 -1.596 7.025
H 1.408 -0.361 7.267
H 0.424 0.782 5.295
H 2.306 2.996 4.414
H 1.439 5.210 5.121
H -0.719 6.010 4.263
H -2.052 4.619 2.736
H -1.189 2.359 2.049
N 0.485 -3.075 -0.985
C 0.473 -3.502 0.296
N 0.898 -4.749 0.538
O 0.132 -2.758 1.240
H 0.317 -3.754 -1.732
H 0.086 -2.152 -1.137
H 1.217 -5.346 -0.205
H 0.935 -5.083 1.487
C -5.210 -5.944 -3.723
C -4.286 -5.956 -2.509
N -2.887 -5.803 -2.860
C -2.268 -6.855 -3.658
C -2.085 -6.429 -5.113
C -2.116 -4.801 -2.449
O -0.893 -4.777 -2.593
C -2.751 -3.582 -1.826
C -3.368 -2.632 -2.637
C -3.735 -1.416 -2.076
C -3.455 -1.172 -0.744
N -2.844 -2.075 0.040
C -2.535 -3.266 -0.488
H -6.241 -6.027 -3.390
H -5.002 -6.781 -4.384
H -5.099 -5.018 -4.281
H -4.394 -6.913 -1.986
H -4.560 -5.155 -1.818
H -2.895 -7.743 -3.597
H -1.289 -7.071 -3.220
H -3.042 -6.311 -5.612
H -1.517 -7.189 -5.640
H -1.533 -5.495 -5.167
H -3.549 -2.834 -3.679
H -4.220 -0.658 -2.668
H -3.741 -0.239 -0.265
H -2.106 -4.001 0.184
C -4.897 2.259 2.204
P -4.156 0.709 2.828
C -5.476 -0.548 2.837
C -3.640 0.995 4.554
O -2.985 0.306 1.969
H -5.653 2.613 2.899
H -5.358 2.079 1.236
H -4.123 3.013 2.085
H -6.296 -0.236 3.477
H -5.070 -1.492 3.196
H -5.847 -0.689 1.823
H -4.483 1.315 5.160
H -2.863 1.757 4.572
H -3.232 0.068 4.956

Forces on the atoms, in the same order (eV/Å):
1.465 1.260 0.796
-0.107 0.080 0.189
-0.668 -0.120 -0.859
0.313 0.015 0.193
-0.199 -0.161 0.143
-0.030 0.231 -0.255
-0.073 -0.767 0.406
-0.064 -0.292 0.567
-0.517 0.340 -0.092
-0.178 -0.088 0.101
-0.122 0.013 -0.083
-0.042 -0.077 -0.031
-0.025 -0.010 0.023
-0.014 0.071 -0.105
0.316 -0.047 0.539
-0.013 -0.160 0.024
0.106 -0.031 0.157
0.018 0.084 -0.039
0.071 -0.040 0.092
0.148 0.070 0.065
-0.050 -0.097 -0.269
0.137 -0.049 -0.029
0.002 -0.148 -0.129
-0.017 -0.008 -0.071
0.100 -0.041 -0.006
-0.063 -0.127 -0.153
-0.072 0.033 0.313
-0.113 0.113 0.022
-0.191 0.050 0.077
0.031 -0.043 0.056
-0.059 0.134 -0.029
-0.051 0.053 0.212
-0.051 0.455 -0.344
0.039 0.128 -0.173
-0.029 -0.031 -0.076
-0.072 0.042 -0.010
-0.014 -0.011 -0.123
-0.146 0.094 0.007
0.191 -0.549 0.136
0.023 0.054 0.075
0.009 -0.074 -0.008
-0.078 -0.091 -0.004
0.035 -0.044 0.032
-0.118 -0.287 -0.092
0.065 -0.090 0.013
0.008 -0.100 0.107
0.138 -0.100 -0.018
0.074 0.040 -0.072
0.002 0.044 -0.121
-0.066 -0.120 -0.008
-0.038 -0.088 -0.054
-0.093 0.058 -0.087
0.037 0.097 -0.016
0.055 0.149 0.049
0.213 -0.015 0.114
0.113 0.040 0.067
0.003 0.122 0.036
-0.086 0.057 -0.028
-0.133 0.035 -0.064
-0.062 0.149 -0.125
-0.007 0.066 -0.078
0.136 0.003 -0.057
0.112 -0.106 0.071
0.043 -0.106 0.094
0.166 -0.031 -0.107
0.075 -0.036 -0.033
0.084 -0.050 0.114
-0.047 -0.008 0.086
-0.094 0.056 0.130
0.133 -0.014 0.098
0.107 0.061 0.067
-0.063 0.133 0.052
-0.103 0.025 -0.064
-0.106 0.036 -0.006
-0.122 0.054 0.145
0.459 -0.157 -0.859
-0.076 -0.167 0.101
-0.786 1.007 0.408
-0.084 0.135 0.092
0.209 -0.250 -0.072
0.035 -0.017 -0.012
-0.051 0.050 -0.077
0.121 0.032 0.279
-0.546 -0.041 -0.064
0.093 0.189 0.068
0.482 -0.121 -0.314
-0.043 -0.103 0.239
-0.208 -0.180 0.188
0.159 -0.115 -0.255
-0.095 0.209 0.122
0.120 0.132 0.536
-0.059 -0.147 0.006
-0.450 0.015 -0.255
-0.161 -0.100 -0.300
-0.014 -0.366 -0.307
-0.090 -0.023 -0.014
-0.014 -0.036 -0.078
-0.022 0.097 -0.130
0.021 0.174 0.072
-0.004 -0.166 -0.010
0.032 0.006 0.119
-0.192 -0.107 -0.023
-0.074 0.047 -0.074
0.062 -0.086 -0.114
0.070 0.078 -0.024
-0.007 -0.061 -0.204
-0.109 0.107 -0.056
0.176 -0.069 -0.104
0.139 0.115 -0.011
0.266 -0.664 0.258
-0.665 0.335 0.531
0.561 0.435 -0.026
-0.178 -0.164 -0.696
0.787 -0.464 -0.710
-0.106 0.083 0.060
-0.042 -0.048 -0.048
0.081 0.034 0.070
-0.089 0.029 0.076
0.023 -0.023 0.060
-0.017 0.032 -0.052
-0.078 0.026 0.068
0.015 0.072 -0.036
-0.018 -0.052 0.016